1.
Density functional theory data (wB97M-V/def2-TZVPD) for C42H68O44S5 as an isolated structure.

Last column: Löwdin charge in e.
CARTESIAN COORDINATES (ANGSTROEM)
C -2.6961 -3.7169 -0.1246  -0.04
C -4.1373 -3.2523 -0.3621  -0.19
C -4.7460 -2.2784 0.6361  -0.11
O -5.3470 -1.2744 -0.1272  0.04
C -4.6961 -1.2360 -1.3561  -0.38
O -4.8098 -0.3783 -2.2634  0.04
O -4.0422 -2.4144 -1.5522  0.04
H -2.5013 -4.2939 0.7794  0.12
H -1.9343 -2.9379 -0.0939  0.09
H -2.4590 -4.4194 -0.9236  0.07
H -4.7984 -4.1041 -0.5218  0.16
H -3.9726 -1.7738 1.2152  0.10
H -5.4320 -2.7780 1.3201  0.15
C 5.0778 -1.7890 3.9552  0.02
C 3.5850 -1.8750 3.5841  -0.26
C 3.0013 -0.5785 3.0144  -0.15
O 2.3079 -0.9409 1.8775  -0.01
C 2.5746 -2.1961 1.5804  -0.48
O 2.1298 -2.7987 0.6512  0.08
O 3.4810 -2.7492 2.4793  0.08
H 5.3363 -0.9092 4.5445  0.08
H 5.6979 -1.6656 3.0673  0.08
H 5.4196 -2.6792 4.4834  0.09
H 2.9450 -2.2354 4.3895  0.16
H 3.8032 0.1319 2.8137  0.10
H 2.2333 -0.1696 3.6709  0.15
C 4.6756 2.4011 3.8895  0.00
C 3.3280 1.8161 4.2493  -0.24
C 2.2600 2.7607 4.9925  0.00
O 1.0677 2.6216 4.2561  0.05
C 1.3331 2.0136 3.1017  -0.39
O 0.5604 1.8603 2.1477  0.04
O 2.5912 1.5582 3.0469  -0.02
H 5.1067 1.7971 3.0912  0.08
H 5.3618 2.5055 4.7300  0.10
H 4.7350 3.3795 3.4128  0.10
H 3.4058 0.8431 4.7344  0.14
H 2.4793 3.8252 4.9098  0.15
H 2.1848 2.4579 6.0369  0.15
C 2.6810 -4.6487 -1.3670  0.01
C 1.2374 -4.9604 -0.9210  -0.27
C 0.4469 -3.9006 -0.1930  -0.13
O -0.8163 -3.8921 -0.8051  -0.11
C -0.8734 -4.7774 -1.7683  -0.47
O -1.9195 -4.9568 -2.4540  0.11
O 0.3797 -5.2951 -2.0277  0.10
H 3.1476 -5.5779 -1.6940  0.09
H 3.3224 -4.2482 -0.5819  0.08
H 2.5321 -3.9839 -2.2179  0.08
H 1.2393 -5.8572 -0.3014  0.15
H 0.9707 -2.9641 -0.3846  0.07
H 0.3158 -4.1031 0.8700  0.15
C -0.9217 -1.0462 2.8562  0.00
C -1.3432 -2.0019 3.9645  -0.31
C -0.3471 -3.1186 4.0829  -0.07
O -0.0134 -3.0777 5.4516  0.10
C -0.5630 -2.0674 6.0412  -0.53
O -0.4486 -1.8807 7.2673  0.10
O -1.2720 -1.3013 5.1485  0.10
H -1.1111 -1.4585 1.8651  0.10
H 0.1267 -0.7517 2.8079  0.10
H -1.5154 -0.1424 2.9931  0.07
H -2.3763 -2.3426 3.8956  0.17
H 0.5775 -3.0330 3.5120  0.12
H -0.8859 -4.0432 3.8758  0.15
C -1.8598 1.8852 2.5608  -0.02
C -1.9865 3.3862 2.7609  -0.22
C -0.8856 4.0934 3.5363  -0.06
O -0.4009 5.1119 2.6602  0.12
C -1.0357 4.9984 1.4988  -0.52
O -0.8309 5.7062 0.4948  0.10
O -1.8813 3.9982 1.4845  0.06
H -2.4251 1.3364 1.8075  0.06
H -2.0722 1.4932 3.5554  0.12
H -0.8232 1.6563 2.3136  0.02
H -2.9715 3.6096 3.1708  0.16
H -0.1421 3.3396 3.7953  0.06
H -1.3246 4.5164 4.4399  0.15
C 0.7887 4.2349 -4.3819  0.00
C 1.9944 3.4499 -3.8293  -0.27
C 3.0510 4.1657 -2.9153  0.00
O 2.7382 3.5480 -1.6581  0.16
C 1.9585 2.5885 -1.7194  -0.64
O 1.5321 2.0060 -0.7380  0.02
O 1.5181 2.4477 -2.9776  -0.04
H 0.5122 4.9403 -3.5983  0.09
H -0.0482 3.5830 -4.6325  0.06
H 0.9815 4.8190 -5.2818  0.10
H 2.4267 2.9612 -4.7024  0.16
H 2.8342 5.2257 -3.0475  0.14
H 4.0520 3.9107 -3.2634  0.13
C 4.8878 -0.8962 0.6489  0.03
C 4.2925 -0.9655 -0.7978  -0.22
C 2.7795 -0.7633 -0.9070  -0.18
O 2.6601 0.2941 -1.8197  -0.08
C 3.8903 0.7856 -2.2307  -0.37
O 4.1052 1.6381 -3.1092  0.15
O 4.8316 0.1245 -1.4791  0.11
H 4.9153 -1.8821 1.1130  0.09
H 4.3921 -0.0951 1.1972  0.08
H 5.9108 -0.5232 0.6993  0.10
H 4.5407 -1.8997 -1.3016  0.16
H 2.3087 -0.6982 0.0739  0.09
H 2.3449 -1.6712 -1.3253  0.08
C 0.6765 0.5646 0.7727  -0.20
C 0.6037 -0.3685 -0.4208  -0.18
O -0.7444 -0.5539 -0.8937  -0.19
S -1.8493 0.1546 0.0819  0.94
O -2.8897 -0.7960 0.5188  -0.26
O -2.2589 1.4375 -0.4984  -0.28
O -0.6556 0.3142 1.2493  -0.38
H 1.0001 1.5911 0.6002  0.10
H 1.4672 0.1759 1.4143  0.09
H 0.9503 -1.3432 -0.0775  0.10
H 1.0350 0.0695 -1.3210  0.09
C -4.4657 1.1204 0.3184  -0.16
C -4.2218 1.4280 -1.1225  -0.29
O -5.4563 1.3291 -1.7134  -0.20
S -6.7348 1.4592 -0.6345  0.72
O -7.8113 0.5686 -1.0027  -0.22
O -6.9080 2.8972 -0.4918  -0.26
O -5.8724 0.8670 0.5676  -0.19
H -4.1398 1.9087 0.9970  0.13
H -3.9268 0.2138 0.5936  0.03
H -3.4771 0.7608 -1.5564  0.11
H -3.8316 2.4301 -1.3007  0.07
C -1.7662 3.7661 -1.0434  -0.11
C -0.4269 3.0868 -1.4133  -0.07
O -0.7130 2.2942 -2.5996  -0.28
S -2.1497 2.7446 -3.3604  0.84
O -2.8786 1.6433 -3.9867  -0.19
O -1.9212 3.9625 -4.1284  -0.23
O -2.7613 3.1488 -1.8623  -0.25
H -1.7152 4.8549 -1.0542  0.13
H -2.0071 3.4907 -0.0167  0.09
H -0.2070 2.2890 -0.7039  0.11
H 0.4441 3.7352 -1.5082  0.14
C 0.0941 0.5707 -3.9494  -0.10
C 0.0476 -0.4951 -5.1268  -0.07
O 0.6154 -1.6886 -4.5786  -0.17
S 1.2283 -1.5728 -3.0544  0.89
O 2.6559 -1.3064 -3.2873  -0.19
O 0.8404 -2.7539 -2.2962  -0.21
O 0.3484 -0.1651 -2.7268  -0.28
H -0.6799 1.3278 -3.8233  0.06
H 0.9998 1.1761 -3.9858  0.11
H 0.4526 -0.0608 -6.0408  0.14
H -0.9952 -0.8042 -5.1979  0.08
C -2.5155 -0.7818 -3.6079  -0.17
C -1.7474 -1.8260 -2.7775  -0.15
O -1.3597 -2.8595 -3.6924  -0.23
S -2.4834 -2.9645 -4.8567  0.78
O -3.7813 -3.5951 -4.4227  -0.25
O -1.9513 -3.5622 -6.0848  -0.25
O -2.6217 -1.3121 -4.9113  -0.21
H -2.0281 0.1908 -3.6750  0.06
H -3.5622 -0.6067 -3.3594  0.10
H -2.3273 -2.3025 -1.9870  0.10
H -0.8561 -1.4090 -2.3088  0.06

Values from the calculation:
strongest force on any atom: 11.0 eV Å⁻¹
ΔE to the lowest compared entry with this formula, charge and spin: 908.92 kcal/mol
molar mass: 1437.3 g/mol
gap between HOMO and LUMO: 6.9213 eV
lowest unoccupied orbital energy: -0.87 eV



2.
Density functional theory data (wB97M-V/def2-TZVPD) for a 4-piece molecular cluster, C10H12F3NO11 overall.

Last column: Löwdin charge in e.
CARTESIAN COORDINATES (ANGSTROEM)
C 0.3645 3.4415 -3.7391  -0.02
C -1.1338 3.2048 -3.6299  -0.32
O -1.3658 3.6650 -2.3197  0.12
C -0.2915 3.3458 -1.5450  -0.60
O -0.2286 3.3139 -0.3622  0.19
O 0.7135 3.2090 -2.3521  0.11
F -1.3356 1.8793 -3.7098  0.07
H 0.5608 4.4606 -4.0722  0.14
H 0.8304 2.8273 -4.5097  0.14
H -1.7599 3.6613 -4.3965  0.17
C 3.5139 -2.6908 2.6858  -0.07
C 2.9603 -2.0853 3.9507  -0.34
O 3.2742 -3.0838 4.8775  0.14
C 3.4783 -4.2681 4.2770  -0.53
O 3.4351 -5.3692 4.8309  0.13
O 3.5550 -4.0587 2.9780  0.10
F 1.6514 -1.9945 3.8267  0.10
H 4.5016 -2.2918 2.4549  0.15
H 2.8430 -2.4382 1.8647  0.13
H 3.2874 -1.0957 4.2697  0.18
C -0.9201 -0.8690 0.8435  -0.02
C -0.3100 -0.8064 -0.5550  -0.31
O 1.0137 -0.4602 -0.3821  0.16
C 1.2293 -0.1900 0.9195  -0.55
O 2.3180 0.1248 1.3925  0.13
O 0.1298 -0.2877 1.6399  0.10
F -0.8658 0.2220 -1.2657  0.05
H -1.0849 -1.9193 1.0840  0.14
H -1.8563 -0.3200 0.9446  0.13
H -0.4215 -1.7361 -1.1129  0.17
C -3.8247 0.8957 -1.6836  0.06
N -4.1537 -0.2709 -0.8006  -0.43
O -3.3578 -1.1600 -0.8680  0.06
O -5.2147 -0.3355 -0.1354  0.05
H -3.8043 1.7102 -0.9596  0.11
H -4.8089 0.9444 -2.1495  0.10
H -2.9226 0.8257 -2.2913  0.07

Values from the calculation:
strongest force on any atom: 4.0 eV Å⁻¹
ΔE to the lowest compared entry with this formula, charge and spin: 20.86 kcal/mol
molar mass: 379.2 g/mol
gap between HOMO and LUMO: 10.8766 eV
lowest unoccupied orbital energy: -0.07 eV



3.
Density functional theory data (wB97M-V/def2-TZVPD) for C21H36P2PtS as an isolated structure.

Last column: Löwdin spin population.
CARTESIAN COORDINATES (ANGSTROEM)
P 0.3625 -3.4315 0.1923  0.21
P -0.0220 3.3816 1.1996  0.02
C 0.8771 0.9024 -0.1924  0.59
C 1.1782 2.3118 0.1003  0.08
H -0.0862 0.7482 -0.7759  0.03
H 1.8077 0.4620 -0.5604  0.03
H 2.2424 2.3871 0.3978  0.01
H 1.2292 2.9113 -0.8311  0.03
C -1.4668 3.9136 0.0343  0.00
H -2.0510 4.3918 0.8440  0.00
H -2.0942 3.0597 -0.3199  0.00
H -1.1585 4.6894 -0.7213  0.00
C 1.2280 4.6837 0.9872  0.00
H 0.9861 5.4674 0.2467  0.00
H 2.2025 4.1922 0.8008  0.00
H 1.2368 4.9938 2.0521  0.00
C -0.9527 -4.4620 -0.6997  0.03
H -1.3889 -5.3463 -0.1282  0.01
H -0.6325 -4.8436 -1.7161  0.00
H -1.7810 -3.7174 -0.7215  0.00
C 2.0416 -3.8648 -0.4553  0.03
H 2.5328 -2.8800 -0.4454  0.01
H 2.0961 -4.3633 -1.4567  0.00
H 2.6616 -4.4792 0.2295  0.01
Pt -0.0275 -1.0974 -0.2926  0.50
C 0.2326 1.3246 -2.7269  -0.01
C -1.0838 1.2431 -2.3863  0.05
C -2.0554 0.4024 -3.1659  0.01
C -1.5709 -1.0715 -3.2992  0.02
C -0.6297 -1.4878 -2.1267  0.07
C 0.7934 -1.4655 -2.2719  0.03
C 1.4798 -0.8256 -3.4717  0.00
C 0.9935 0.6425 -3.8125  0.00
C 0.0598 -2.7627 1.9789  0.01
H 0.7654 2.1804 -2.3139  0.01
H -1.4980 1.8761 -1.5752  0.00
H -2.1994 0.8134 -4.1840  0.00
H -3.0381 0.4588 -2.6609  0.00
H -2.4600 -1.7193 -3.1921  0.00
H -1.1287 -1.2930 -4.3129  0.00
H -1.0940 -2.3919 -1.7119  0.01
H 1.4009 -2.2595 -1.8370  0.01
H 1.2201 -1.4029 -4.3841  0.00
H 2.5817 -0.8297 -3.3379  0.00
H 1.8922 1.2633 -3.9785  0.00
H 0.3907 0.6671 -4.7476  0.00
H 0.8599 -2.1533 2.4505  0.00
H 0.2080 -3.8536 2.1738  0.01
H -0.9051 -2.4136 2.4151  0.00
S -1.2370 0.3748 1.5556  0.16
C -0.7898 0.4563 3.2348  0.01
C 0.5017 0.7938 3.6997  0.00
C 0.8222 0.6055 5.0513  0.00
C -0.1690 0.1880 5.9665  0.00
C -1.5145 0.0827 5.5272  0.00
C -1.8139 0.3115 4.1933  0.01
H 1.1937 1.2745 3.0100  0.00
H 1.8417 0.7984 5.4278  0.00
H 0.0870 -0.0923 7.0066  0.00
H -2.3308 -0.1756 6.2295  0.00
H -2.8273 0.4303 3.8082  0.00

Values from the calculation:
strongest force on any atom: 5.1 eV Å⁻¹
ΔE to the lowest compared entry with this formula, charge and spin: 118.11 kcal/mol
molar mass: 577.6 g/mol
gap between HOMO and LUMO (spin up / spin down): 5.6935 / 6.5780 eV
2S+1: 3
lowest unoccupied orbital energy (spin up / spin down): -0.03 / -0.12 eV



4.
Density functional theory data (wB97M-V/def2-TZVPD) for C37H48BrN10O2RbS as an isolated structure.

Last column: Löwdin charge in e.
CARTESIAN COORDINATES (ANGSTROEM)
Rb 10.4395 14.2848 9.3696  0.57
C 8.6016 12.3972 6.1431  -0.20
C 10.0960 12.5682 5.9538  -0.23
N 10.6706 13.9089 6.1067  -0.07
C 10.2143 15.0353 5.2829  -0.21
C 9.6031 16.2286 6.0321  -0.21
N 8.4586 15.9586 6.9344  -0.07
C 7.2841 15.1970 6.4772  -0.24
C 6.9301 13.9451 7.2491  -0.24
N 8.0125 12.9397 7.4127  -0.04
H 8.4399 11.3164 6.1159  0.11
H 8.0799 12.8417 5.2748  0.10
H 10.3621 12.1426 4.9679  0.11
H 10.5934 11.9698 6.7440  0.10
H 11.6881 13.8492 6.0557  0.08
H 9.5212 14.6901 4.4756  0.11
H 11.0891 15.4273 4.7355  0.11
H 9.3660 17.0349 5.3270  0.10
H 10.4120 16.6454 6.6798  0.09
H 8.1737 16.8565 7.3652  0.08
H 7.4107 14.9641 5.3920  0.10
H 6.3901 15.8681 6.5574  0.12
H 6.0312 13.5222 6.8059  0.10
H 6.6416 14.2812 8.2812  0.07
H 7.5909 12.1387 7.9093  0.09
C 10.4768 18.4073 13.1095  -0.06
C 10.4700 17.0374 12.4801  -0.29
N 9.3376 16.4632 12.0518  0.03
N 8.2741 17.1100 12.3895  -0.10
C 7.1030 16.9203 11.7344  -0.90
N 5.9831 17.2615 12.4215  0.03
S 7.0217 16.4898 10.0676  0.50
C 11.6927 16.2769 12.3438  -0.23
C 12.9537 16.9380 12.3440  -0.02
C 14.1128 16.1835 12.3495  -0.07
C 14.0019 14.8020 12.4807  -0.09
C 12.7574 14.2263 12.4319  -0.16
N 11.6400 14.9190 12.2692  0.09
H 9.4771 18.8549 13.0222  0.05
H 11.2268 19.0942 12.6406  0.07
H 10.7111 18.3896 14.1978  0.08
H 5.9091 17.4141 13.4314  0.09
H 5.1366 17.1685 11.8563  0.06
H 12.9905 18.0144 12.3529  0.09
H 15.0848 16.6401 12.2267  0.10
H 14.8694 14.1545 12.5704  0.09
H 12.6224 13.1562 12.5574  0.11
C 7.0067 12.5327 10.9189  -0.09
N 8.3466 11.9678 11.0182  -0.21
C 9.1166 12.5014 12.1334  -0.08
C 8.6573 10.7913 10.3619  -0.17
C 7.6102 9.8724 10.0149  -0.07
C 7.8966 8.6035 9.5083  -0.17
C 9.2133 8.2200 9.3466  -0.16
C 10.2738 9.1106 9.5259  -0.06
C 10.0660 10.4356 10.0170  -0.25
N 11.0606 11.3972 9.9845  -0.01
C 12.2777 10.9745 10.4611  -0.27
C 12.4314 10.0589 11.5266  -0.06
C 13.6657 9.8898 12.1665  -0.15
C 14.8034 10.6086 11.8263  -0.16
C 14.7252 11.5214 10.7760  -0.07
C 13.5237 11.6881 10.0318  -0.18
N 13.4781 12.4869 8.8834  -0.22
C 13.1504 11.8135 7.6555  -0.08
C 14.2626 13.7010 8.7369  -0.07
H 6.4327 12.3297 11.8358  0.08
H 6.4555 12.0741 10.0735  0.07
H 7.0596 13.6176 10.7903  0.04
H 8.8013 12.0581 13.1111  0.09
H 8.9462 13.6036 12.1400  0.07
H 10.1769 12.2965 11.9887  0.05
H 6.5638 10.1180 10.2105  0.08
H 7.1029 7.8927 9.2895  0.08
H 9.4395 7.2073 9.0358  0.08
H 11.2728 8.7926 9.2248  0.10
H 11.5696 9.5209 11.8958  0.10
H 13.7044 9.1325 12.9573  0.08
H 15.7340 10.4227 12.3613  0.08
H 15.6141 12.0661 10.5030  0.09
H 14.0018 11.2526 7.2459  0.08
H 12.8337 12.5624 6.9045  0.07
H 12.3352 11.1135 7.8602  0.07
H 15.1721 13.5436 8.1334  0.08
H 14.5320 14.0716 9.7365  0.08
H 13.6666 14.4917 8.2237  0.07
Br 8.6934 21.5787 10.4011  0.71
C 10.0031 20.4344 9.7507  -0.73
C 11.3652 20.7459 9.6385  -0.12
C 12.2303 19.7175 9.2184  -0.03
C 11.7426 18.4510 8.8914  -0.14
C 10.3828 18.1683 9.0286  -0.03
C 9.4957 19.1619 9.4209  -0.15
C 12.7079 17.3586 8.5971  -0.63
O 13.9405 17.6440 8.7266  -0.06
O 12.2515 16.2069 8.2682  -0.19
H 11.7512 21.7280 9.9504  0.10
H 13.2950 19.9075 9.1253  0.11
H 9.9925 17.1942 8.7746  0.06
H 8.4404 18.9530 9.5455  0.05

Values from the calculation:
strongest force on any atom: 4.0 eV Å⁻¹
molar mass: 862.3 g/mol
gap between HOMO and LUMO: 4.7299 eV
charge: -2
lowest unoccupied orbital energy: 3.65 eV